Entry 1:
C4H12NO2 | ωB97M-V/def2-TZVPD

```
19
Properties=species:S:1:pos:R:3:forces:R:3
C 0.63796 -1.82401 -1.20826 1.1 1.6 2.5
N 1.22183 -0.38638 -1.34856 -2.1 -1.6 -0.3
C 0.14966 0.65554 -1.25308 -0.1 0.9 -0.3
C 0.32961 1.70797 -0.08344 -1.4 -4.8 0.6
C 0.36001 0.86213 1.32232 0.3 4.2 -0.5
O -0.84852 0.90765 1.86816 -1.8 -1.1 0.9
H 0.50137 -2.30226 -2.13634 -0.3 -0.3 -1.3
H -0.27819 -1.89825 -0.57021 0.4 0.5 -0.7
H 1.34846 -2.45606 -0.63162 0.0 0.4 -0.5
H 1.83004 -0.22448 -0.57450 0.3 -0.2 0.5
H -0.88847 0.21145 -1.32437 1.1 0.2 1.0
H 0.14356 1.23968 -2.16168 0.4 0.2 -0.8
H 1.02759 2.46292 -0.17218 2.2 1.1 -0.7
H -0.59514 2.19696 -0.00964 -1.4 0.7 0.2
H 0.82684 -0.07833 1.09854 0.4 -1.1 0.2
H 1.02506 1.52440 1.97650 0.4 -1.0 -0.4
H -2.07132 -0.08347 1.80401 -0.8 -1.3 -1.5
H -2.03249 -1.51911 1.89469 1.4 -2.1 0.9
O -2.68784 -0.99635 1.50966 0.1 3.6 0.3
```
Positions in Å, forces in eV/Å.

The net charge is -1. As for the highest occupied orbital energy: -3.11 eV. The molar mass is 106.1 g/mol. As for the gap between HOMO and LUMO: 0.263 Ha. The maximum force comes out at 5.1 eV Å⁻¹. Its spin multiplicity is 1. As for the energy above the lowest of the compared OMol25 structures with the same formula, charge and spin: 46.7 kcal/mol. Its LUMO energy is 4.03 eV.

=====

Entry 2:
C4H12NO2 | ωB97M-V/def2-TZVPD

```
19
Properties=species:S:1:pos:R:3:forces:R:3
C 1.39107 0.45215 1.30703 0.5 -0.8 -3.7
C 0.21803 -0.29424 0.41068 -2.7 1.9 2.4
C -0.65945 0.65745 -0.49663 2.5 1.5 -0.1
C 0.36892 1.50178 -1.35621 0.1 -1.4 -1.9
O 0.98024 2.49310 -0.79547 0.7 1.3 1.8
N -0.84203 -0.85840 1.38399 3.6 -0.3 1.0
H 2.48233 0.42159 0.71597 -3.1 0.2 1.3
H 1.56668 -0.08126 2.23967 -0.5 0.3 0.2
H 0.98330 1.46657 1.20913 0.9 0.2 1.0
H 0.72424 -1.08894 -0.02800 0.5 -1.4 -1.5
H -1.04353 1.58073 0.09870 0.0 -2.0 -0.4
H -1.44629 0.19577 -1.19013 1.1 0.2 1.3
H -0.28215 1.86445 -2.15714 -0.4 -0.1 -1.3
H 1.16831 0.75483 -1.84520 -1.3 0.3 0.3
H -1.68002 -1.19356 0.99590 -1.3 0.4 -0.7
H -0.95267 -0.10754 2.03938 -0.7 0.0 0.3
H -0.88213 -2.63992 -1.65537 -0.3 0.0 1.1
H -0.81242 -2.25165 -0.08834 -1.2 -2.0 -2.3
O -1.28244 -2.87291 -0.78796 1.6 1.7 1.1
```
Positions in Å, forces in eV/Å.

The net charge is -1. As for the highest occupied orbital energy: -2.41 eV. The molar mass is 106.1 g/mol. As for the gap between HOMO and LUMO: 0.231 Ha. The maximum force comes out at 4.1 eV Å⁻¹. Its spin multiplicity is 1. As for the energy above the lowest of the compared OMol25 structures with the same formula, charge and spin: 65.2 kcal/mol. Its LUMO energy is 3.87 eV.

=====

Entry 3:
C4H12NO2 | ωB97M-V/def2-TZVPD

```
19
Properties=species:S:1:pos:R:3:forces:R:3
C 0.37099 -1.53315 0.45053 1.2 -1.9 -0.4
C 0.83059 -0.07885 0.68511 -2.9 0.4 0.6
C 2.12394 0.30425 -0.02902 -1.8 1.3 -1.1
N -0.42858 0.70200 0.31168 1.0 1.2 0.5
C -0.79223 0.80433 -1.16745 0.5 1.0 0.0
O 0.18836 1.30999 -1.89045 0.4 -0.3 -0.8
H 0.65255 -1.73263 -0.62661 -0.8 0.0 0.9
H 1.00992 -2.28152 0.99874 -0.3 0.7 -0.2
H -0.70170 -1.88734 0.67200 1.5 1.4 -0.4
H 0.83561 0.20602 1.74415 0.6 -0.7 0.2
H 1.78475 0.46924 -1.06823 0.4 -1.1 -0.2
H 2.40502 1.35361 0.08411 0.2 0.0 1.0
H 2.92272 -0.36232 0.17504 0.8 -0.7 0.0
H -0.17902 1.68888 0.55503 -0.4 -0.9 -0.5
H -1.14995 -0.24035 -1.51388 -0.1 1.1 0.6
H -1.60389 1.59922 -1.07716 -0.5 -1.2 -0.2
H -3.24774 -0.55507 0.02411 0.7 0.3 -0.5
H -2.03838 0.36957 0.83479 -1.5 -1.7 -1.0
O -2.98296 -0.13588 0.83750 0.9 1.1 1.6
```
Positions in Å, forces in eV/Å.

The net charge is -1. As for the highest occupied orbital energy: -2.83 eV. The molar mass is 106.1 g/mol. As for the gap between HOMO and LUMO: 0.254 Ha. The maximum force comes out at 3.0 eV Å⁻¹. Its spin multiplicity is 1. As for the energy above the lowest of the compared OMol25 structures with the same formula, charge and spin: 35.2 kcal/mol. Its LUMO energy is 4.08 eV.